DFT (ωB97M-V/def2-TZVPD) results for an isolated ion of composition C4H8NOS and charge +1 in a non-equilibrium geometry.

The value obtained for the total energy is -18639.686 eV. For the strongest force on any atom, the calculation gives 5.0 eV/Å. For the energy above the lowest of the compared OMol25 structures with the same formula, charge and spin, the calculation gives 82.1 kcal per mole. As for the total charge: +1. The calculation puts the lowest unoccupied orbital energy at -4.20 eV. Its HOMO energy is -13.08 eV. The spin multiplicity is 1.

CARTESIAN COORDINATES (ANGSTROEM)
C (-0.422, -0.916, -0.788)
C (0.685, 1.091, -0.332)
C (1.892, -0.773, 0.423)
C (-1.583, 1.305, 0.142)
N (0.706, -0.207, -0.232)
O (1.125, 2.171, -0.557)
S (-2.073, -0.282, 0.156)
H (-0.515, -2.062, -0.705)
H (-0.568, -0.507, -1.828)
H (2.539, -1.150, -0.341)
H (1.480, -1.550, 1.084)
H (2.377, -0.152, 1.240)
H (-1.921, 1.821, -0.743)
H (-1.948, 1.857, 0.994)
H (-1.774, -0.645, 1.486)

These are the Mulliken partial charges, in e, on atoms 1 to 2:
1 C -0.5442
2 C 0.5183

***

DFT (ωB97M-V/def2-TZVPD) results for an isolated ion of composition C5H7N2 and charge +1 in a non-equilibrium geometry.

The SMILES is C=NC(=C)[N+]#CC. The value obtained for the total energy is -8267.950 eV. For the strongest force on any atom, the calculation gives 7.5 eV/Å. For the energy above the lowest of the compared OMol25 structures with the same formula, charge and spin, the calculation gives 111.3 kcal per mole. As for the total charge: +1. The calculation puts the lowest unoccupied orbital energy at -5.07 eV. Its HOMO energy is -14.06 eV. The spin multiplicity is 1.

CARTESIAN COORDINATES (ANGSTROEM)
C (2.787, -1.017, 0.384)
C (0.274, -0.941, 1.915)
C (-0.981, 1.046, -0.703)
C (0.426, -0.331, 0.729)
C (-2.013, 1.782, -1.373)
N (-0.441, 0.326, 0.030)
N (1.715, -0.695, -0.164)
H (3.531, -1.329, -0.309)
H (1.183, -1.344, 2.245)
H (-0.652, -0.763, 2.418)
H (2.862, -0.954, 1.505)
H (-2.574, 1.173, -2.218)
H (-1.555, 2.556, -1.894)
H (-2.653, 2.327, -0.747)

These are the Mulliken partial charges, in e, on atoms 1 to 2:
1 C -0.1826
2 C -0.7641

***

DFT (ωB97M-V/def2-TZVPD) results for C32H51AsBN6S4Sc as an isolated structure.

The value obtained for the total energy is -168518.256 eV. For the strongest force on any atom, the calculation gives 0.6 eV/Å. For the energy above the lowest of the compared OMol25 structures with the same formula, charge and spin, the calculation gives 0.0 kcal per mole. As for the total charge: -2. The calculation puts the lowest unoccupied orbital energy at 3.84 eV. Its HOMO energy is -0.88 eV. The spin multiplicity is 1.

CARTESIAN COORDINATES (ANGSTROEM)
Sc (-0.640, -1.064, 0.176)
C (-1.239, -5.100, 0.332)
C (0.174, -4.642, 0.338)
C (1.306, -5.421, 0.637)
C (2.380, -4.575, 0.493)
C (3.830, -4.859, 0.720)
N (1.897, -3.372, 0.127)
N (0.539, -3.402, 0.035)
B (2.714, -2.138, -0.263)
N (2.693, -1.138, 0.900)
N (1.517, -0.644, 1.366)
C (1.796, 0.000, 2.497)
C (0.765, 0.671, 3.334)
C (3.175, -0.059, 2.750)
C (3.707, -0.792, 1.711)
C (5.136, -1.148, 1.456)
N (2.138, -1.542, -1.569)
N (0.802, -1.376, -1.768)
C (0.626, -1.177, -3.068)
C (-0.721, -1.017, -3.683)
C (1.865, -1.209, -3.728)
C (2.797, -1.435, -2.740)
C (4.282, -1.543, -2.865)
H (-1.298, -6.124, -0.044)
H (-1.840, -4.450, -0.296)
H (-1.659, -5.076, 1.339)
H (1.329, -6.459, 0.931)
H (3.944, -5.899, 1.026)
H (4.235, -4.224, 1.511)
H (4.427, -4.692, -0.178)
H (3.850, -2.465, -0.468)
H (-0.155, 0.788, 2.775)
H (1.123, 1.653, 3.653)
H (0.544, 0.069, 4.216)
H (3.709, 0.380, 3.578)
H (5.764, -0.640, 2.188)
H (5.452, -0.841, 0.457)
H (5.310, -2.222, 1.540)
H (-1.501, -1.156, -2.940)
H (-0.858, -1.766, -4.466)
H (-0.836, -0.030, -4.136)
H (2.053, -1.062, -4.780)
H (4.577, -1.268, -3.877)
H (4.629, -2.559, -2.665)
H (4.784, -0.876, -2.162)
C (-0.990, 1.442, -1.107)
C (-2.205, 1.622, -0.375)
C (-1.840, 2.207, 0.883)
C (-0.445, 2.437, 0.841)
C (0.091, 2.018, -0.383)
C (1.407, 2.532, -0.962)
C (1.447, 4.057, -0.755)
C (1.489, 2.278, -2.466)
C (2.653, 1.935, -0.306)
C (-2.662, 2.489, 2.158)
C (-3.827, 3.472, 1.966)
C (-3.176, 1.172, 2.754)
C (-1.784, 3.146, 3.237)
C (-3.536, 1.728, -1.149)
C (-3.480, 1.018, -2.510)
C (-4.781, 1.185, -0.443)
C (-3.728, 3.221, -1.509)
H (-0.938, 1.228, -2.162)
H (0.134, 2.895, 1.632)
H (0.564, 4.518, -1.203)
H (2.345, 4.488, -1.216)
H (1.451, 4.304, 0.308)
H (0.666, 2.773, -2.990)
H (1.450, 1.216, -2.691)
H (2.433, 2.671, -2.862)
H (2.625, 2.065, 0.778)
H (3.559, 2.423, -0.690)
H (2.722, 0.871, -0.520)
H (-4.534, 3.151, 1.209)
H (-3.448, 4.460, 1.686)
H (-4.379, 3.570, 2.907)
H (-3.872, 0.648, 2.104)
H (-3.675, 1.342, 3.716)
H (-2.341, 0.493, 2.928)
H (-1.392, 4.110, 2.900)
H (-0.949, 2.513, 3.523)
H (-2.392, 3.318, 4.131)
H (-3.294, -0.044, -2.382)
H (-2.723, 1.451, -3.169)
H (-4.450, 1.131, -3.003)
H (-4.697, 0.115, -0.266)
H (-5.659, 1.347, -1.079)
H (-4.983, 1.662, 0.514)
H (-2.911, 3.544, -2.162)
H (-3.719, 3.865, -0.639)
H (-4.676, 3.363, -2.043)
S (-5.899, -2.247, 0.956)
As (-3.960, -3.114, 0.883)
S (-1.010, -2.022, 2.552)
S (-2.739, -1.994, -0.731)
S (-3.065, -2.170, 2.820)

These are the Mulliken partial charges, in e, on atoms 1 to 2:
1 Sc 0.5415
2 C -1.4350

***

DFT (ωB97M-V/def2-TZVPD) results for a 2-piece molecular cluster, C2H3FOS overall in a non-equilibrium geometry.

The value obtained for the total energy is -17719.030 eV. For the strongest force on any atom, the calculation gives 3.2 eV/Å. For the energy above the lowest of the compared OMol25 structures with the same formula, charge and spin, the calculation gives 88.1 kcal per mole. The calculation puts the lowest unoccupied orbital energy (spin up / spin down) at -1.34 / -1.84 eV. Its HOMO energy (spin up / spin down) is -9.51 / -8.89 eV. The spin multiplicity is 1.

CARTESIAN COORDINATES (ANGSTROEM)
C (1.548, -0.287, -1.171)
C (-1.139, 0.044, 0.933)
O (1.757, -1.432, -0.932)
F (2.262, 0.491, -1.924)
S (-0.426, 1.682, 0.527)
H (-1.529, -0.146, 1.940)
H (-0.479, -0.672, 0.453)
H (-1.995, 0.320, 0.174)

These are the Mulliken partial charges, in e, on atoms 1 to 2:
1 C 0.4153
2 C -0.5292

***

DFT (ωB97M-V/def2-TZVPD) results for a 2-piece molecular cluster, C21H21N2O9S overall in a non-equilibrium geometry.

The value obtained for the total energy is -54357.313 eV. For the strongest force on any atom, the calculation gives 4.0 eV/Å. For the energy above the lowest of the compared OMol25 structures with the same formula, charge and spin, the calculation gives 39.5 kcal per mole. As for the total charge: -1. The calculation puts the lowest unoccupied orbital energy at 2.16 eV. Its HOMO energy is -3.00 eV. The spin multiplicity is 1.

CARTESIAN COORDINATES (ANGSTROEM)
C (-0.421, -2.494, 3.378)
O (0.347, -1.828, 2.401)
C (0.281, -0.441, 2.445)
C (1.540, 0.276, 2.353)
O (1.593, 1.493, 2.248)
O (2.673, -0.492, 2.425)
C (3.783, 0.317, 2.649)
C (-0.976, 0.272, 2.610)
O (-1.000, 1.454, 2.922)
O (-2.137, -0.423, 2.401)
C (-3.225, 0.431, 2.614)
H (-0.482, -3.549, 3.108)
H (0.081, -2.397, 4.343)
H (-1.420, -2.060, 3.423)
H (4.682, -0.243, 2.383)
H (3.703, 1.230, 2.053)
H (3.798, 0.583, 3.709)
H (-4.143, -0.051, 2.270)
H (-3.296, 0.655, 3.682)
H (-3.064, 1.370, 2.071)
C (-1.293, -4.548, -0.930)
C (-1.341, -3.175, -1.491)
C (-1.069, -2.966, -2.835)
C (-1.137, -1.696, -3.368)
C (-1.473, -0.633, -2.565)
S (-1.593, 1.002, -3.281)
O (-0.927, 0.869, -4.620)
O (-3.013, 1.453, -3.105)
N (-0.565, 1.814, -2.163)
C (0.790, 1.588, -1.965)
C (1.689, 0.687, -2.548)
C (3.005, 0.740, -2.176)
C (3.454, 1.683, -1.236)
C (2.591, 2.572, -0.655)
C (1.241, 2.526, -1.017)
C (0.119, 3.325, -0.665)
N (0.136, 4.523, 0.158)
O (1.216, 4.915, 0.621)
O (-0.934, 5.118, 0.345)
C (-0.960, 2.855, -1.378)
C (-1.724, -0.817, -1.228)
C (-1.654, -2.084, -0.689)
H (-1.621, -4.558, 0.110)
H (-1.950, -5.207, -1.496)
H (-0.282, -4.954, -0.972)
H (-0.795, -3.804, -3.455)
H (-0.937, -1.518, -4.414)
H (1.340, -0.006, -3.293)
H (3.718, 0.070, -2.632)
H (4.499, 1.713, -0.974)
H (2.915, 3.328, 0.039)
H (-1.953, 3.278, -1.358)
H (-1.978, 0.031, -0.614)
H (-1.829, -2.228, 0.363)

These are the Mulliken partial charges, in e, on atoms 1 to 2:
1 C -0.9178
2 O -0.3937